DFT (ωB97M-V with the def2-TZVPD basis set) results for 8 unconnected molecules or ions with the total composition C22H43N9O17S.

```
92
Properties=species:S:1:pos:R:3
C -5.055 0.566 -2.568
C -4.609 -0.411 -3.831
C -3.880 -1.808 -3.371
C -2.535 -1.975 -4.305
C -1.129 -1.549 -3.507
C -1.358 -0.396 -2.364
C -0.027 0.484 -1.987
C 0.240 0.852 -0.377
C -0.747 0.371 0.847
O -2.103 0.848 0.523
O -2.986 0.402 1.383
C 1.547 1.782 0.040
C 1.898 2.257 1.590
C 0.784 3.440 1.973
O 0.823 3.818 3.409
C 2.593 2.305 -1.143
C 2.419 1.992 -2.749
N 3.282 2.394 -3.944
S 2.420 1.709 -5.344
N 1.050 0.948 -4.551
C 1.072 1.091 -3.046
H -4.241 1.432 -2.456
H -5.076 -0.021 -1.556
H -6.081 1.126 -2.808
H -5.578 -0.577 -4.494
H -3.888 0.262 -4.503
H -4.614 -2.701 -3.667
H -3.695 -1.916 -2.220
H -2.645 -1.402 -5.344
H -2.458 -3.122 -4.588
H -0.767 -2.556 -2.982
H -0.346 -1.283 -4.335
H -1.742 -0.969 -1.390
H -2.223 0.376 -2.619
H -0.724 -0.819 0.863
H -0.404 0.714 1.914
H -2.763 -0.552 1.647
H 1.837 1.392 2.376
H 2.958 2.793 1.646
H -0.284 2.977 1.780
H 0.865 4.377 1.246
H 0.107 4.521 3.494
H 3.510 2.978 -0.804
C 6.500 1.978 1.815
N 5.929 3.295 1.425
O 6.435 4.304 1.931
O 4.988 3.279 0.623
H 7.316 2.142 2.522
H 5.701 1.396 2.278
H 6.868 1.496 0.907
C -3.368 1.964 4.110
N -2.846 2.728 5.275
O -2.700 2.111 6.337
O -2.597 3.925 5.090
H -3.542 0.930 4.415
H -4.302 2.436 3.798
H -2.616 2.012 3.320
C 2.003 -3.199 1.972
N 0.824 -2.641 1.256
O -0.240 -2.577 1.883
O 0.999 -2.283 0.086
H 1.705 -3.470 2.986
H 2.337 -4.079 1.419
H 2.774 -2.425 1.990
C 3.663 -7.431 3.346
N 3.091 -6.114 2.956
O 3.598 -5.105 3.461
O 2.150 -6.130 2.154
H 4.479 -7.267 4.053
H 2.864 -8.014 3.808
H 4.031 -7.913 2.437
C -7.626 -1.897 -0.136
N -7.976 -1.674 -1.565
O -7.099 -1.905 -2.405
O -9.122 -1.273 -1.802
H -6.593 -2.246 -0.076
H -7.741 -0.944 0.384
H -8.311 -2.650 0.258
C 4.758 7.091 2.130
N 4.186 8.408 1.741
O 4.693 9.416 2.246
O 3.245 8.392 0.938
H 5.574 7.255 2.837
H 3.958 6.508 2.593
H 5.125 6.609 1.222
C 1.760 -4.155 -3.013
N 1.471 -5.296 -3.924
O 0.805 -6.231 -3.465
O 1.919 -5.219 -5.073
H 1.307 -4.357 -2.040
H 2.845 -4.073 -2.923
H 1.329 -3.258 -3.461
```

Values from the calculation:
HOMO-LUMO gap in eV: 6.7
HOMO level in eV: -8.1
Lowest unoccupied orbital energy in eV: -1.44
Max |F| in eV Å⁻¹: 6.295
SMILES string: CCCCCCc1c(COO)c(CCO)cc2nsnc12.C[N+](=O)[O-].C[N+](=O)[O-].C[N+](=O)[O-].C[N+](=O)[O-].C[N+](=O)[O-].C[N+](=O)[O-].C[N+](=O)[O-]
Relative energy (zero: lowest compared OMol25 entry of this formula, charge and spin) in eV: 11.376